[1]
The following is a quantum chemistry calculation of 3 unconnected molecules or ions with the total composition C18H30NO6 in a non-equilibrium geometry, from the OMol25 dataset.

The value obtained for the energy above the lowest of the compared OMol25 structures with the same formula, charge and spin is 76.7 kcal/mol. Its net charge is +1. For the LUMO energy, the calculation gives -0.153 Eh.

Each line ends with the Mulliken charge.
CARTESIAN COORDINATES (ANGSTROEM)
C1 1.13 -1.16 0.05  -0.41
C2 1.77 -0.87 -1.12  -0.52
C3 1.00 -0.91 -2.47  -0.50
N1 -0.04 0.15 -2.39  0.30
C4 0.38 1.38 -2.02  -0.36
C5 -0.50 2.42 -1.88  -0.70
C6 -1.86 2.18 -2.13  -0.12
C7 -2.91 3.29 -1.97  0.34
O1 -2.89 4.26 -2.67  -0.49
O2 -3.81 3.11 -0.97  -0.46
C8 -2.29 0.92 -2.54  -0.16
C9 -1.33 -0.09 -2.66  0.95
C10 -1.86 -1.46 -3.12  -1.58
C11 -2.36 -2.26 -1.87  -0.08
C12 -3.88 -2.14 -1.69  0.34
O3 -4.35 -2.18 -0.58  -0.53
O4 -4.71 -1.95 -2.77  -0.47
H1 1.03 -0.33 0.77  0.04
H2 0.70 -2.13 0.30  0.33
H3 2.83 -0.58 -1.18  0.48
H4 0.57 -1.92 -2.54  0.39
H5 1.66 -0.75 -3.33  0.29
H6 1.43 1.60 -1.83  0.42
H7 -0.18 3.42 -1.59  0.50
H8 -3.40 2.48 -0.35  0.39
H9 -3.33 0.71 -2.78  0.49
H10 -2.66 -1.22 -3.83  0.65
H11 -1.11 -2.01 -3.71  0.53
H12 -1.94 -1.78 -0.97  0.16
H13 -2.02 -3.30 -1.93  0.40
H14 -5.31 -1.23 -2.52  0.36
C13 -1.75 3.31 3.37  -1.39
C14 -1.06 2.72 2.15  0.36
C15 0.41 3.10 2.11  -1.22
O5 -1.71 3.17 0.96  -0.31
H15 -1.71 4.40 3.34  0.36
H16 -2.81 3.03 3.38  0.34
H17 -1.29 2.96 4.29  0.39
H18 -1.15 1.63 2.17  0.20
H19 0.52 4.19 2.04  0.41
H20 0.90 2.68 1.23  0.20
H21 0.94 2.75 3.00  0.40
H22 -1.64 4.13 0.93  0.29
C16 3.20 -3.59 2.99  -1.26
C17 4.12 -3.08 1.90  0.35
C18 5.51 -2.81 2.44  -1.30
O6 3.58 -1.87 1.34  -0.46
H23 3.09 -2.86 3.79  0.33
H24 2.19 -3.77 2.59  0.29
H25 3.57 -4.52 3.42  0.40
H26 4.17 -3.81 1.09  0.27
H27 5.49 -2.05 3.22  0.35
H28 6.16 -2.43 1.64  0.32
H29 5.96 -3.71 2.85  0.39
H30 3.53 -1.22 2.05  0.33

=====

[2]
The following is a quantum chemistry calculation of a single C18H30O2 molecule, from the OMol25 dataset.

The value obtained for the energy above the lowest of the compared OMol25 structures with the same formula, charge and spin is 5.1 kcal/mol. Its net charge is 0. The SMILES is CC/C=C\C/C=C\C/C=C\CCCCCCCC(=O)O. For the LUMO energy, the calculation gives 0.026 Eh.

Each line ends with the Mulliken charge.
CARTESIAN COORDINATES (ANGSTROEM)
C1 0.10 4.10 -0.09  -1.54
C2 1.11 2.97 -0.29  0.04
C3 1.43 2.27 1.00  -0.37
C4 2.36 1.34 1.13  -0.80
C5 3.22 0.84 0.00  0.11
C6 4.34 -0.01 0.52  -0.62
C7 4.59 -1.28 0.24  -0.45
C8 3.80 -2.18 -0.66  -0.76
C9 2.97 -3.10 0.18  -0.46
C10 1.64 -3.19 0.21  -0.44
C11 0.66 -2.41 -0.59  -0.52
C12 -0.09 -1.41 0.30  -0.39
C13 -1.09 -0.57 -0.50  -0.50
C14 -1.84 0.41 0.40  -0.26
C15 -2.80 1.32 -0.36  -0.90
C16 -3.99 0.61 -1.01  -0.84
C17 -4.95 -0.01 0.01  -0.48
C18 -4.48 -1.31 0.61  0.43
O1 -4.52 -1.60 1.77  -0.60
O2 -4.04 -2.18 -0.32  -0.44
H1 0.50 4.85 0.58  0.42
H2 -0.83 3.72 0.32  0.24
H3 -0.12 4.58 -1.04  0.39
H4 0.70 2.24 -1.00  0.10
H5 2.02 3.37 -0.73  0.44
H6 0.85 2.58 1.86  0.51
H7 2.53 0.88 2.09  0.37
H8 3.64 1.70 -0.54  0.40
H9 2.60 0.28 -0.70  0.01
H10 5.00 0.51 1.21  0.37
H11 5.43 -1.76 0.72  0.37
H12 3.18 -1.61 -1.35  0.36
H13 4.50 -2.79 -1.25  0.39
H14 3.54 -3.74 0.84  0.34
H15 1.19 -3.90 0.90  0.35
H16 -0.07 -3.09 -1.04  0.38
H17 1.15 -1.87 -1.40  0.34
H18 -0.62 -1.95 1.09  0.50
H19 0.63 -0.75 0.78  -0.25
H20 -1.79 -1.24 -1.00  0.36
H21 -0.56 -0.01 -1.27  0.33
H22 -2.39 -0.15 1.17  0.38
H23 -1.11 1.03 0.92  0.15
H24 -2.24 1.84 -1.15  0.38
H25 -3.18 2.08 0.33  0.40
H26 -3.64 -0.17 -1.69  0.36
H27 -4.55 1.34 -1.59  0.39
H28 -5.16 0.68 0.82  0.26
H29 -5.90 -0.24 -0.50  0.38
H30 -3.76 -3.00 0.11  0.35

=====

[3]
The following is a quantum chemistry calculation of a molecular structure, C18H31Al2CaCl6FI2NO4, from the OMol25 dataset.

Its net charge is +1. For the LUMO energy, the calculation gives -0.235 Eh.

Each line ends with the Mulliken charge.
CARTESIAN COORDINATES (ANGSTROEM)
C1 -0.57 -3.68 0.38  -0.44
O1 -0.70 -3.03 -0.87  -0.36
C2 -0.31 -1.68 -0.88  -0.12
C3 -1.28 -0.73 -0.17  -0.33
C4 -2.16 0.07 -1.13  0.08
C5 -3.15 0.99 -0.39  -0.56
Al1 -5.13 0.65 -0.34  0.12
C6 -5.74 -1.35 -0.30  0.18
I1 -4.38 -2.86 -0.72  0.11
C7 -7.02 -1.56 -0.03  0.13
C8 -8.09 -0.53 0.20  -1.16
I2 -7.84 -3.55 0.05  0.57
H1 -0.55 -2.98 1.22  0.15
H2 -1.43 -4.33 0.54  0.11
H3 0.33 -4.30 0.39  0.26
H4 0.72 -1.58 -0.44  -0.02
H5 -0.19 -1.40 -1.93  0.35
H6 -1.86 -1.29 0.56  0.42
H7 -0.72 0.05 0.39  0.12
H8 -1.44 0.69 -1.68  -0.40
H9 -2.64 -0.60 -1.85  0.41
H10 -2.81 1.11 0.65  0.45
H11 -3.10 1.99 -0.84  -0.25
H12 -5.86 1.25 -1.64  -0.29
H13 -5.77 1.26 1.00  -0.31
H14 -9.03 -0.96 0.54  0.45
H15 -7.73 0.16 0.98  0.27
H16 -8.25 0.06 -0.70  0.30
C9 0.46 3.44 -2.90  0.36
Cl1 1.27 1.88 -2.94  -0.08
Cl2 0.22 4.06 -4.51  -0.05
Cl3 -1.01 3.38 -1.99  -0.05
Cl4 1.64 4.67 -1.93  -0.32
Al2 1.25 -0.74 1.52  0.96
O2 -3.96 -6.60 0.46  -0.62
H17 -3.98 -5.64 0.35  0.22
H18 -3.76 -6.94 -0.42  0.33
N1 5.11 3.66 -5.70  -0.44
C10 3.81 3.53 -5.96  -0.15
C11 3.23 3.71 -7.21  -0.37
C12 4.07 4.04 -8.27  -0.36
C13 5.43 4.18 -8.02  -0.33
C14 5.90 3.99 -6.73  -0.29
H19 3.19 3.25 -5.11  0.47
H20 2.17 3.59 -7.35  0.35
H21 3.67 4.19 -9.26  0.39
H22 6.12 4.44 -8.81  0.38
H23 6.95 4.09 -6.50  0.38
O3 3.90 0.59 4.14  -0.57
C15 3.99 -0.21 5.07  0.67
O4 2.96 -1.03 5.26  -0.28
C16 2.97 -2.10 6.24  -0.38
C17 2.53 -1.60 7.60  -0.97
C18 5.20 -0.25 5.93  -1.02
H24 3.95 -2.58 6.27  0.39
H25 2.25 -2.81 5.84  0.29
H26 3.25 -0.88 8.00  0.27
H27 2.49 -2.44 8.29  0.34
H28 1.54 -1.15 7.53  0.32
H29 5.09 0.47 6.75  0.30
H30 6.05 0.02 5.31  0.35
H31 5.38 -1.22 6.39  0.39
F1 5.37 -1.20 8.35  -0.67
Cl5 -8.92 -3.60 -1.94  -0.15
Ca1 3.88 5.69 -2.57  0.99
Cl6 3.04 2.29 5.85  -0.27

=====

[4]
The following is a quantum chemistry calculation of a molecular structure, C18H31BCeI2N5S5, from the OMol25 dataset.

The value obtained for the energy above the lowest of the compared OMol25 structures with the same formula, charge and spin is 0.0 kcal/mol. Its net charge is +3. For the LUMO energy (alpha / beta), the calculation gives -0.379 / -0.414 Eh.

Each line ends with the Mulliken charge.
CARTESIAN COORDINATES (ANGSTROEM)
Ce1 0.07 0.22 0.09  -0.47
C1 -3.24 1.62 2.27  -0.61
C2 -3.47 2.19 0.88  -1.06
S1 -2.00 2.51 -0.13  0.27
C3 -1.27 4.01 0.56  -0.48
C4 -0.76 3.94 1.99  -0.95
S2 0.34 2.52 2.32  0.16
C5 -0.40 1.78 3.81  -0.92
C6 -1.05 0.40 3.65  -0.64
S3 -2.15 0.17 2.23  0.17
H1 -4.20 1.28 2.67  0.53
H2 -2.84 2.35 2.96  0.27
H3 -4.02 3.13 0.93  0.53
H4 -4.06 1.50 0.27  0.45
H5 -2.03 4.80 0.48  0.54
H6 -0.48 4.26 -0.14  0.05
H7 -1.56 3.91 2.71  0.35
H8 -0.17 4.83 2.19  0.61
H9 -1.10 2.51 4.21  0.57
H10 0.40 1.68 4.55  0.56
H11 -1.60 0.15 4.55  0.60
H12 -0.29 -0.37 3.51  0.27
C7 2.20 -1.38 -4.91  -0.80
N1 0.83 -1.48 -4.39  0.28
C8 -0.30 -1.64 -5.16  -0.43
C9 -1.36 -1.69 -4.31  -0.68
N2 -0.87 -1.58 -3.03  0.49
B1 -1.69 -1.72 -1.73  -0.02
N3 -1.28 -3.04 -1.01  0.70
C10 -1.57 -4.25 -1.61  -0.67
C11 -1.14 -5.23 -0.80  -0.40
N4 -0.58 -4.62 0.30  0.20
C12 -0.01 -5.31 1.46  -0.87
C13 -0.67 -3.29 0.15  0.13
S4 -0.09 -2.20 1.38  -0.19
C14 0.47 -1.44 -3.10  -0.22
S5 1.57 -1.24 -1.78  -0.15
H13 2.19 -1.65 -5.96  0.33
H14 2.85 -2.06 -4.36  0.36
H15 2.56 -0.36 -4.80  0.29
H16 -0.26 -1.70 -6.23  0.48
H17 -2.41 -1.80 -4.51  0.58
H18 -2.86 -1.75 -1.99  -0.07
H19 -1.49 -0.71 -1.03  -0.12
H20 -2.08 -4.31 -2.56  0.54
H21 -1.19 -6.30 -0.91  0.48
H22 -0.02 -6.37 1.25  0.33
H23 -0.60 -5.10 2.34  0.36
H24 1.02 -4.98 1.61  0.35
I1 -1.14 4.59 -3.17  0.20
C15 0.87 4.02 -2.95  -1.00
I2 1.22 1.97 -2.40  0.49
H25 1.37 4.63 -2.20  0.42
H26 1.36 4.09 -3.91  0.50
C16 4.78 1.73 3.14  -1.10
C17 4.48 0.34 2.55  -0.29
C18 3.24 0.33 1.79  0.24
N5 2.25 0.32 1.20  -0.20
H27 5.68 1.66 3.75  0.36
H28 3.97 2.08 3.77  0.32
H29 4.95 2.46 2.35  0.34
H30 4.38 -0.42 3.33  0.29
H31 5.27 0.01 1.88  0.32